Formula: C2H8N6
Source: the Open Molecules 2025 dataset
Level of theory: ωB97M-V/def2-TZVPD

CARTESIAN COORDINATES (ANGSTROEM)
1 N -1.37521 -0.78108 -0.93102
2 H 0.33611 0.13375 2.70031
3 N -0.16783 -2.83254 -0.43627
4 H -0.07351 3.48895 -0.01642
5 H -0.05216 -3.07440 -1.42828
6 H 0.40497 -3.35319 0.13215
7 N 0.52806 1.03526 2.06944
8 C 0.50128 0.56600 0.88831
9 C -0.27123 -1.41948 -0.32490
10 N 0.60645 -0.72596 0.42071
11 H 0.58498 0.80307 -1.09933
12 H -1.16222 0.25536 -0.80674
13 H 1.35619 2.90216 0.47739
14 H -2.23857 -1.21517 -1.05853
15 N 0.69226 2.87466 -0.35166
16 N 0.33043 1.34261 -0.23516

Results
Relative energy (zero: lowest compared OMol25 entry of this formula, charge and spin): 164.1 kJ/mol
SMILES: [H]/N=C(\N=C(N)N)NN

---

Formula: C31H24CoN3O8P
Source: the Open Molecules 2025 dataset
Level of theory: ωB97M-V/def2-TZVPD

CARTESIAN COORDINATES (ANGSTROEM)
1 C -3.55877 -1.98247 -0.82158
2 C 1.42093 -4.39857 0.77292
3 H -0.30567 2.45563 4.55052
4 H 0.01643 1.86253 -3.39348
5 C -3.76827 4.27563 -4.42908
6 C 3.22533 -1.36247 3.59112
7 C -1.71097 2.97633 -3.95168
8 H -5.38997 5.48093 -4.42888
9 H 2.85473 -2.89807 0.25562
10 H 1.23773 0.67033 3.87542
11 C 4.76223 0.93643 3.76172
12 H -0.20617 -5.66617 1.36462
13 C -0.28387 2.13173 3.51812
14 O -3.23427 -1.64087 1.52402
15 C -1.11877 2.25223 1.26932
16 O 1.19923 0.76143 -1.32838
17 N -2.94157 -1.79557 -2.11568
18 C 0.19243 -4.65847 1.36102
19 C 0.60313 1.14363 3.13612
20 C -0.03557 -2.32967 1.92582
21 O 2.00183 -3.41907 -3.38068
22 C -0.52947 -3.62287 1.93082
23 C 3.87153 0.76813 2.72042
24 O 4.33963 -1.71817 -3.95948
25 H -4.63397 2.76083 -2.23808
26 H 2.62453 -2.25987 3.53622
27 C -3.60057 2.62503 -2.52318
28 C 2.16853 -2.25567 -3.01248
29 H 5.58913 0.07653 5.54882
30 H -4.56857 -1.55387 -0.84958
31 C 3.37653 -1.41087 -3.26258
32 H -5.15787 4.68543 -2.96438
33 Co -0.38757 0.16613 -0.70728
34 N -5.05117 4.64733 -3.96678
35 H 4.21393 -1.96697 5.38772
36 C 3.20393 -0.09127 -2.53678
37 H 3.77323 1.53273 1.96222
38 P 1.94893 -0.39647 1.16162
39 C 4.12453 -1.19637 4.63282
40 H -1.98307 -2.14197 -2.09488
41 C 1.86193 -0.13907 -1.98908
42 C 1.19403 -2.06277 1.33292
43 C -1.12507 2.70313 2.57972
44 H -2.86897 -0.79787 -2.30488
45 H 1.98403 -5.20197 0.31722
46 O 4.04453 0.79773 -2.45328
47 H -0.62377 -1.52737 2.34942
48 O 0.07213 -1.61007 -1.83238
49 C 4.89053 -0.04747 4.72982
50 C 3.07453 -0.37257 2.62722
51 O -3.35507 4.78723 -5.47938
52 O -1.84677 -0.59457 0.14462
53 H -1.24417 3.44553 -4.80488
54 C -1.01337 2.10123 -3.17018
55 C 1.25013 -1.39457 -2.24798
56 H -1.81407 3.47973 2.88522
57 H 5.35683 1.83733 3.82882
58 C -3.06087 3.30473 -3.64858
59 H -3.66087 -3.05317 -0.61528
60 C 0.65193 0.73433 1.80712
61 C -2.82387 1.76493 -1.80278
62 H -1.49587 -3.80897 2.37442
63 H -3.23747 1.25173 -0.94478
64 N -1.53067 1.48563 -2.07938
65 C 1.90883 -3.10627 0.74442
66 C -0.23827 1.26063 0.86132
67 C -2.81677 -1.35937 0.40592
68 H -1.81557 2.67913 0.56282

Results
Relative energy (zero: lowest compared OMol25 entry of this formula, charge and spin): 73.4 kJ/mol
Charge: -2
Spin multiplicity: 4

---

Formula: C2H2NOP
Source: the Open Molecules 2025 dataset
Level of theory: ωB97M-V/def2-TZVPD

CARTESIAN COORDINATES (ANGSTROEM)
1 O 0.16934 1.07169 0.04384
2 C -1.21146 0.88544 -0.13088
3 P -2.16255 -0.44027 0.03885
4 H 1.41027 -2.05079 0.04488
5 C 0.85778 -1.12758 -0.12589
6 N 1.06818 0.04620 0.05844
7 H -1.39908 1.95511 -0.41428

Results
Relative energy (zero: lowest compared OMol25 entry of this formula, charge and spin): 487.9 kJ/mol

---

Formula: C20H24FNOP2Ti
Source: the Open Molecules 2025 dataset
Level of theory: ωB97M-V/def2-TZVPD

CARTESIAN COORDINATES (ANGSTROEM)
1 C -2.00081 -0.99875 -2.26572
2 H 1.00139 -4.01112 1.62961
3 C -1.54908 3.54912 -0.10644
4 H 2.34955 -2.51732 -1.74064
5 H -4.40329 2.22460 -1.46062
6 C 0.77928 2.56985 0.18110
7 H -1.62325 -4.05484 -3.79016
8 C -3.36374 2.31458 -1.14272
9 H 0.69611 -3.75953 -2.95140
10 C 3.15662 -1.84233 1.07651
11 C -0.65911 2.50199 -0.30405
12 P 1.03393 1.68865 1.78322
13 C -2.32654 -2.17187 -2.99864
14 C -2.92285 -0.01415 -1.89973
15 H 3.41282 1.56464 1.30540
16 H -3.53656 4.32918 -0.39636
17 C -2.51114 1.19859 -1.34036
18 H 1.44916 2.08241 -0.53980
19 H 3.56244 -0.83710 0.89893
20 H -0.18696 -1.41706 0.64568
21 H 2.99972 2.98255 2.33351
22 C -1.55725 -0.09136 1.91414
23 C 0.22183 2.84167 2.94941
24 H 3.78374 -2.58217 0.55838
25 H -3.35707 -2.28633 -3.34326
26 P 1.46774 -1.98223 0.42907
27 O -2.67115 0.20910 1.67289
28 H 0.67654 3.83951 2.84884
29 C -0.64544 -0.82621 -1.80778
30 H -1.19068 4.44410 0.40650
31 N -0.32053 0.23268 -1.02843
32 Ti 0.34982 -0.55632 2.11746
33 C 1.66301 -1.74084 -1.38148
34 C -2.88307 3.46993 -0.55068
35 C -1.36881 -3.14266 -3.24553
36 C 0.98504 -3.72429 0.56943
37 H -0.85416 2.89934 2.73646
38 H 3.06377 1.33757 3.04260
39 H 2.11281 -0.74942 -1.52537
40 H -0.04202 -3.82287 0.19523
41 H 3.17533 -2.04175 2.15616
42 F 0.97442 -1.06061 3.79447
43 H 0.35807 2.47339 3.97665
44 H -3.97870 -0.15699 -2.13386
45 H 1.08568 3.61321 0.34491
46 C 0.31347 -1.85774 -2.04328
47 C 2.80297 1.91753 2.14714
48 H 1.66331 -4.35555 -0.02100
49 C -0.05344 -2.98561 -2.76939
50 C -1.13293 1.30286 -0.92701

Results
E: -69063.098 eV
Charge: +2

---

Formula: C32H36AlFN4OSeSi
Source: the Open Molecules 2025 dataset
Level of theory: ωB97M-V/def2-TZVPD

CARTESIAN COORDINATES (ANGSTROEM)
1 C 3.16216 1.07194 -1.77123
2 C -0.49804 -5.38044 2.09165
3 C 3.60456 -0.66403 4.36562
4 H 0.40537 -5.98437 2.13965
5 C -0.11154 2.35714 -0.08161
6 H 1.09954 4.46312 -1.23576
7 C 1.91699 0.11881 2.85418
8 H -1.23721 -3.28680 -0.35198
9 C -0.39170 0.37675 -2.71730
10 F 0.82461 0.89005 2.71101
11 H -2.87530 -7.83410 2.27112
12 H -1.42463 1.21286 -4.39059
13 H 5.35526 -0.57063 -0.20595
14 C 3.55246 -1.34217 2.05648
15 N -0.80997 -1.62005 -1.47795
16 C 2.43229 -0.55492 1.73844
17 C 1.03068 -3.43373 1.87498
18 C 4.13438 -1.39262 3.31451
19 H 2.53152 1.19920 -2.65807
20 H 2.98192 -1.76460 -3.14072
21 C -1.28247 -2.85391 -1.34493
22 H 2.44542 -2.86573 -1.85944
23 C -0.84993 -1.03998 -2.68711
24 C -1.73464 -6.00393 2.18687
25 C -0.36596 3.96973 1.77905
26 H 1.98668 0.67188 4.89227
27 C -1.83981 -7.50060 2.34712
28 H 4.20339 1.20607 -2.08173
29 C -2.86414 -5.20114 2.13034
30 C -2.78332 -3.81804 1.98327
31 H -4.11341 -2.28627 2.72782
32 H 4.80061 -2.24437 -0.42251
33 H 5.10557 -1.23016 -1.82944
34 C -1.34953 -1.67964 -3.79767
35 H -4.14558 -2.46770 0.99165
36 N -0.07226 0.81183 -1.56840
37 H 0.60065 7.20400 2.02357
38 C 0.46394 6.21873 1.59612
39 H 1.39399 -3.17203 2.87325
40 H -3.84736 -5.66003 2.20306
41 C -1.51878 -3.21106 1.88003
42 N 0.17271 2.15344 -1.35015
43 H -2.24702 -3.49768 -4.51464
44 C 0.93186 5.94874 0.31512
45 H 1.71954 -4.16524 1.44901
46 H -1.45655 -7.82003 3.31894
47 H 1.31579 -1.73065 -2.58436
48 C 0.74310 4.69390 -0.23949
49 H 1.44760 6.71749 -0.24741
50 C -4.06678 -3.02631 1.92683
51 C -1.84214 -2.97388 -3.65762
52 H 4.99798 -2.02835 3.46748
53 H -0.85202 3.17905 2.33433
54 H 2.90160 1.87344 -1.07645
55 Si 2.94889 -0.61572 -0.98451
56 H 1.08901 -2.52859 1.27821
57 H -0.53243 5.43933 3.33059
58 Al -0.00299 -0.27150 0.18569
59 H -0.12091 2.21686 -3.72459
60 C -0.18040 5.22987 2.32838
61 H -1.35538 -1.18016 -4.75745
62 C 2.34150 -1.84891 -2.25478
63 C 0.08772 3.70543 0.49135
64 H -1.25881 -8.02022 1.58258
65 H 0.26032 0.77910 -4.69940
66 N 1.86857 -0.50641 0.42057
67 H -2.19222 -4.56908 -2.24945
68 C 2.47064 0.08997 4.11795
69 Se -1.51698 -1.28932 1.75405
70 H 3.96009 -1.98521 1.29943
71 C -0.42251 1.19980 -3.95703
72 H 4.05003 -0.68930 5.35157
73 C -1.81338 -3.56930 -2.41412
74 O -0.57468 1.41926 0.68477
75 C 4.71572 -1.22481 -0.80491
76 H -4.92714 -3.69100 2.01660
77 C -0.36314 -4.00092 1.94171

Results
Relative energy (zero: lowest compared OMol25 entry of this formula, charge and spin): 128.6 kJ/mol

---

Formula: C3H2F3N2S2
Source: the Open Molecules 2025 dataset
Level of theory: ωB97M-V/def2-TZVPD

CARTESIAN COORDINATES (ANGSTROEM)
1 S 2.99023 2.29873 0.29903
2 F -2.63121 0.40872 0.99134
3 F -2.10841 -1.68516 0.64316
4 H 0.50352 -1.76110 -0.17811
5 C 0.62295 -0.68904 -0.21703
6 S 0.08748 1.72212 -0.42773
7 H 2.66886 -0.58879 0.19647
8 F -2.99459 -0.49948 -0.96189
9 N 1.80514 -0.09126 -0.00069
10 C -2.34751 -0.51823 0.14598
11 N -0.35365 0.12226 -0.48095
12 C 1.75719 1.28124 -0.00959

Results
Relative energy (zero: lowest compared OMol25 entry of this formula, charge and spin): 117.8 kJ/mol
Charge: +1

---

Q: What is the formula in the second record?
A: C31H24CoN3O8P